Formula: C41H41FP2Zr
Source: the Open Molecules 2025 dataset
Level of theory: ωB97M-V/def2-TZVPD

Results
- LUMO energy: -7.36 eV
- HOMO level: -0.485 hartree
- Total charge: +2
- Frontier orbital gap: 0.214 hartree
- Energy: -65739.114 eV

Last column: Löwdin charge in e.
CARTESIAN COORDINATES (ANGSTROEM)
Zr  0.31284  -0.67690  2.83156  1.376
C  -1.47186  0.70875  -4.34041  -0.096
C  -1.46392  -0.58893  -4.01519  -0.146
C  -0.69496  -1.66717  -4.72494  -0.185
C  0.71372  -1.27780  -5.22742  -0.189
C  1.53950  -0.44131  -4.28625  -0.112
C  1.55475  0.89654  -4.25860  -0.117
C  0.73103  1.81281  -5.11537  -0.175
C  -0.69534  1.32763  -5.46833  -0.188
C  2.17342  0.15749  3.72810  -0.289
H  -2.13055  1.41498  -3.81292  0.108
H  -2.13952  -0.96187  -3.23930  0.081
H  -1.26668  -2.01933  -5.60599  0.128
H  -0.61153  -2.54309  -4.05463  0.104
H  1.26679  -2.21570  -5.40329  0.118
H  0.62493  -0.77648  -6.19978  0.106
H  2.21489  -1.02631  -3.64592  0.097
H  2.29267  1.43001  -3.65256  0.075
H  1.26147  2.00615  -6.06874  0.130
H  0.66672  2.79480  -4.61014  0.112
H  -1.25279  2.21382  -5.80981  0.118
H  -0.63658  0.63951  -6.31992  0.105
H  1.95296  1.17353  4.09878  0.016
H  3.16431  0.19213  3.25766  0.010
H  2.27297  -0.49206  4.61198  0.031
P  -1.29373  -0.68839  0.80536  0.951
P  1.82862  -0.00724  0.89725  0.917
C  -0.24510  -0.93276  -0.66296  -0.250
C  1.08556  -0.74181  -0.57597  -0.277
C  -2.30984  -2.22628  0.98396  -0.363
C  -2.61330  -2.96400  -0.17152  -0.083
C  -3.29264  -4.18573  -0.07492  -0.035
C  -3.65312  -4.68955  1.18094  -0.038
C  -3.34482  -3.96120  2.33409  -0.055
C  -2.70870  -2.71540  2.24137  -0.103
C  -2.43640  0.60288  0.16705  -0.376
C  -1.94500  1.92367  0.09566  -0.093
C  -2.83329  2.99882  0.04096  -0.055
C  -4.21324  2.77109  -0.04604  -0.045
C  -4.68797  1.45793  -0.15187  -0.050
C  -3.80748  0.37301  -0.05010  -0.075
C  3.36813  -1.03547  0.99995  -0.372
C  3.23358  -2.36643  1.42355  -0.119
C  4.37822  -3.12614  1.68555  -0.057
C  5.64626  -2.58772  1.44301  -0.042
C  5.77102  -1.27746  0.95885  -0.039
C  4.63723  -0.47842  0.76727  -0.058
C  2.38852  1.67963  0.47326  -0.357
C  2.64402  2.69402  1.42143  -0.071
C  3.19747  3.90799  0.99564  -0.050
C  3.45709  4.13825  -0.36328  -0.038
C  3.15832  3.14413  -1.30693  -0.044
C  2.61375  1.92626  -0.88920  -0.091
H  -0.74520  -1.12774  -1.62541  0.059
H  1.80643  -1.03505  -1.35094  0.085
H  -2.30326  -2.58576  -1.14898  0.097
H  -3.53444  -4.74521  -0.97875  0.123
H  -4.18718  -5.63699  1.25816  0.124
H  -3.61017  -4.35701  3.31843  0.121
H  -2.52989  -2.13832  3.15844  0.090
H  -0.86577  2.09979  0.12564  0.104
H  -2.45829  4.02457  0.06201  0.119
H  -4.90959  3.61062  -0.06084  0.121
H  -5.75242  1.27511  -0.31232  0.120
H  -4.18205  -0.65029  -0.12238  0.108
H  2.23493  -2.80472  1.58232  0.093
H  4.27680  -4.13398  2.09272  0.118
H  6.53865  -3.18199  1.63759  0.121
H  6.75416  -0.85807  0.74619  0.121
H  4.72887  0.56962  0.45890  0.113
H  2.43781  2.53274  2.48473  0.090
H  3.43570  4.68282  1.73302  0.122
H  3.89281  5.08657  -0.68680  0.122
H  3.35727  3.30912  -2.36652  0.115
H  2.37512  1.14973  -1.61953  0.074
F  -3.91354  0.99692  6.80926  0.073
C  -3.00898  0.93676  5.77404  -0.219
C  -1.66646  0.81947  6.08930  0.025
C  -0.76174  0.64346  5.02262  -0.145
C  -1.21042  0.64103  3.67213  -0.308
C  -2.58215  0.85364  3.42179  -0.097
C  -3.50006  0.94588  4.47252  0.035
H  -1.32362  0.81115  7.12754  0.140
H  0.30387  0.60112  5.26415  0.072
H  -2.92687  0.95057  2.39109  0.071
H  -4.57272  0.99964  4.27891  0.139

Cartesian forces, eV/Å:
-0.5 0.6 2.8
-0.3 -0.1 0.3
-0.3 0.4 -0.2
0.1 -0.4 -0.1
0.1 -0.3 -0.2
0.2 0.2 0.1
0.4 -0.4 -0.1
-0.1 0.4 -0.1
0.0 0.3 -0.4
0.3 0.5 -0.4
0.3 -0.5 0.0
0.0 0.3 -0.1
0.1 0.1 0.4
0.0 0.3 -0.2
-0.2 0.3 -0.1
0.2 -0.2 0.3
-0.1 0.4 -0.1
-0.2 -0.4 0.0
-0.1 0.0 0.4
0.0 -0.4 -0.2
0.2 -0.3 0.0
-0.2 0.3 0.2
0.0 -0.3 -0.1
-0.3 0.0 0.2
-0.1 -0.2 0.1
-1.4 0.2 -2.3
1.5 -0.1 -0.9
0.6 0.0 -0.2
-0.4 -0.2 -0.2
0.4 0.0 -0.2
0.0 -0.3 0.1
0.1 0.3 0.1
0.1 0.4 0.0
-0.1 0.1 0.0
0.3 -0.2 -0.1
-0.2 0.6 0.2
-0.1 -0.2 0.3
-0.1 -0.1 -0.2
0.2 -0.4 0.0
0.2 0.0 -0.2
0.2 0.1 0.3
-0.1 0.4 0.2
0.4 0.3 0.2
-0.2 0.0 0.0
-0.2 0.4 -0.1
-0.2 -0.1 0.1
-0.3 -0.3 0.2
-0.3 0.4 -0.1
0.1 -0.2 -0.2
-0.1 -0.1 0.0
-0.1 -0.4 0.0
-0.1 0.0 0.3
0.2 0.1 0.1
0.4 -0.3 0.4
-0.6 0.4 -0.1
-0.2 -0.2 0.3
0.1 0.2 0.2
0.2 0.2 0.0
0.0 0.2 -0.4
-0.1 -0.1 -0.3
-0.3 0.1 0.2
-0.1 -0.4 0.0
0.2 -0.3 0.0
0.3 0.0 0.1
0.0 0.3 0.2
0.3 0.0 -0.1
0.1 0.3 -0.2
-0.3 0.1 -0.1
-0.2 -0.2 0.1
0.0 -0.5 0.1
0.1 0.1 -0.5
-0.2 -0.3 -0.3
-0.2 -0.3 0.1
-0.1 0.0 0.3
0.1 0.4 0.2
1.2 0.0 -1.4
-1.1 -0.2 1.2
0.6 -0.3 -0.4
-0.7 0.2 0.1
0.5 -0.5 0.1
-0.1 0.0 0.3
0.4 0.1 -0.4
-0.2 0.1 -0.4
-0.3 -0.2 0.1
-0.1 -0.2 0.5
0.3 0.1 0.2